[1]
This record from the OMol25 dataset describes a 13-piece molecular cluster, C68H184N24O18P8S5 overall. The level of theory is the ωB97M-V functional and the def2-TZVPD basis.

```
307
Properties=species:S:1:pos:R:3:lowdin_charge:R:1
O 24.926 21.593 20.849 -0.275
P 23.605 21.961 21.351 0.390
N 22.706 22.458 20.111 -0.285
C 23.259 23.396 19.172 -0.115
C 21.281 22.218 19.960 -0.073
N 23.592 23.149 22.482 -0.310
C 23.157 24.503 22.188 -0.102
C 24.571 23.018 23.546 -0.108
N 22.793 20.755 22.066 -0.291
C 21.864 20.832 23.179 -0.102
C 22.921 19.396 21.506 -0.068
H 22.786 23.268 18.202 0.064
H 24.322 23.301 19.010 0.080
H 23.027 24.442 19.403 0.074
H 21.068 21.280 19.462 0.053
H 20.857 22.938 19.277 0.040
H 20.739 22.235 20.941 0.101
H 22.398 24.617 21.418 0.068
H 22.732 24.901 23.095 0.075
H 24.016 25.143 21.964 0.089
H 25.508 23.556 23.374 0.088
H 24.118 23.385 24.474 0.083
H 24.728 21.937 23.702 0.087
H 20.902 20.447 22.829 0.070
H 22.175 20.196 24.009 0.083
H 21.828 21.840 23.603 0.081
H 22.096 19.112 20.877 0.062
H 22.912 18.682 22.322 0.079
H 23.890 19.381 20.998 0.073
O 25.549 11.592 14.974 -0.274
P 24.827 12.250 16.067 0.499
N 24.022 13.693 15.539 -0.284
C 24.801 14.683 14.878 -0.141
C 22.700 13.635 15.001 -0.138
N 25.704 12.756 17.331 -0.285
C 25.484 13.992 18.125 -0.097
C 26.996 12.143 17.772 -0.069
N 23.685 11.215 16.667 -0.320
C 23.346 10.061 15.938 -0.132
C 23.023 11.432 17.915 -0.108
H 25.856 14.733 15.216 0.094
H 24.383 15.679 15.069 0.053
H 24.849 14.548 13.775 0.082
H 22.317 14.649 15.059 0.052
H 21.971 13.001 15.507 0.081
H 22.645 13.278 13.948 0.099
H 24.467 14.389 17.971 0.061
H 25.681 13.721 19.153 0.052
H 26.248 14.717 17.850 0.076
H 27.031 12.200 18.865 0.074
H 27.020 11.097 17.457 0.083
H 27.832 12.688 17.326 0.083
H 22.589 9.505 16.485 0.081
H 22.963 10.316 14.937 0.084
H 24.220 9.408 15.820 0.083
H 22.900 12.496 18.100 0.049
H 23.527 11.041 18.765 0.067
H 22.010 10.984 17.869 0.097
O 17.047 17.814 26.212 -0.288
P 16.575 17.249 24.931 0.431
N 16.938 15.675 24.980 -0.277
C 18.107 15.047 25.703 -0.037
C 16.210 14.696 24.205 -0.141
N 17.118 18.066 23.673 -0.296
C 17.075 17.379 22.376 -0.088
C 18.257 18.939 23.754 -0.111
N 14.903 17.311 24.688 -0.307
C 14.138 16.744 25.782 -0.118
C 14.278 18.517 24.188 -0.131
H 18.550 15.692 26.442 0.076
H 18.879 14.819 24.955 0.058
H 17.769 14.062 25.962 0.071
H 15.604 14.099 24.872 0.074
H 16.810 13.996 23.636 0.071
H 15.456 15.172 23.569 0.061
H 17.055 18.130 21.586 0.077
H 17.855 16.648 22.161 0.083
H 16.141 16.798 22.265 0.058
H 18.267 19.475 24.712 0.085
H 19.230 18.443 23.741 0.079
H 18.218 19.579 22.867 0.080
H 13.174 16.459 25.337 0.087
H 14.668 15.854 26.141 0.072
H 14.121 17.394 26.662 0.089
H 14.708 18.835 23.230 0.073
H 14.436 19.339 24.899 0.093
H 13.206 18.394 23.987 0.078
O 18.236 23.688 13.998 -0.279
P 17.821 24.493 15.145 0.445
N 16.194 24.699 15.106 -0.321
C 15.296 24.815 16.232 -0.117
C 15.537 24.879 13.840 -0.110
N 18.496 25.958 15.165 -0.323
C 19.022 26.555 13.971 -0.120
C 18.069 26.967 16.071 -0.116
N 18.130 23.857 16.654 -0.270
C 19.277 24.072 17.503 -0.114
C 17.313 22.691 17.092 -0.093
H 14.685 23.898 16.271 0.071
H 14.670 25.693 16.123 0.080
H 15.842 24.830 17.194 0.087
H 16.230 24.798 12.967 0.096
H 14.987 25.820 13.919 0.076
H 14.736 24.111 13.671 0.092
H 19.193 25.829 13.185 0.071
H 18.351 27.358 13.548 0.103
H 19.994 27.026 14.228 0.092
H 18.338 26.706 17.105 0.078
H 18.649 27.846 15.880 0.075
H 16.972 27.160 16.001 0.097
H 19.998 23.283 17.355 0.062
H 19.795 25.006 17.261 0.081
H 18.961 24.161 18.532 0.085
H 16.483 22.492 16.407 0.062
H 16.919 22.833 18.099 0.088
H 17.923 21.764 17.113 0.070
O 22.529 11.120 21.429 -0.258
P 22.146 12.312 22.180 0.332
N 20.645 12.755 21.822 -0.275
C 20.009 14.021 22.244 -0.087
C 20.059 12.118 20.607 -0.055
N 23.109 13.588 21.992 -0.299
C 22.918 14.437 20.795 -0.080
C 24.497 13.403 22.215 -0.139
N 22.178 12.062 23.763 -0.288
C 21.395 10.941 24.364 -0.078
C 22.445 13.083 24.828 -0.090
H 19.058 13.797 22.675 0.056
H 19.864 14.669 21.377 0.039
H 20.668 14.589 22.881 0.077
H 20.798 12.209 19.850 0.050
H 19.166 12.703 20.408 0.065
H 19.748 11.091 20.798 0.084
H 23.219 13.913 19.885 0.056
H 21.883 14.788 20.653 0.055
H 23.507 15.350 20.899 0.093
H 24.884 14.363 22.552 0.087
H 24.739 12.660 22.999 0.094
H 25.003 12.990 21.332 0.078
H 20.820 10.374 23.638 0.075
H 22.116 10.336 24.951 0.092
H 20.666 11.399 25.020 0.063
H 21.514 13.406 25.243 0.057
H 23.083 13.921 24.459 0.079
H 23.127 12.609 25.544 0.081
O 23.272 17.938 15.115 -0.286
P 24.129 19.135 15.235 0.481
N 24.782 19.295 16.719 -0.284
C 25.345 20.500 17.370 -0.090
C 25.298 18.063 17.364 -0.082
N 23.403 20.575 14.900 -0.308
C 22.508 21.209 15.817 -0.131
C 23.109 21.099 13.604 -0.107
N 25.399 19.056 14.170 -0.301
C 25.702 17.857 13.440 -0.106
C 26.447 20.088 14.117 -0.088
H 26.434 20.517 17.217 0.087
H 25.145 20.472 18.454 0.072
H 24.908 21.405 16.990 0.056
H 24.706 17.204 17.080 0.045
H 25.217 18.187 18.454 0.084
H 26.360 17.891 17.090 0.093
H 21.482 20.841 15.606 0.071
H 22.713 20.967 16.863 0.071
H 22.545 22.304 15.656 0.097
H 22.018 21.129 13.452 0.084
H 23.457 22.147 13.648 0.098
H 23.548 20.506 12.822 0.073
H 26.517 17.268 13.891 0.090
H 24.875 17.168 13.472 0.038
H 25.990 18.207 12.439 0.088
H 26.047 20.950 14.662 0.069
H 26.649 20.477 13.104 0.088
H 27.348 19.707 14.551 0.074
O 19.933 16.403 19.859 -0.286
P 19.458 16.682 18.488 0.492
N 17.912 16.187 18.204 -0.289
C 17.003 16.677 17.208 -0.111
C 17.461 14.960 18.831 -0.064
N 20.422 16.043 17.351 -0.260
C 20.154 16.271 15.936 -0.091
C 21.821 15.673 17.653 -0.062
N 19.325 18.327 18.211 -0.274
C 20.503 19.108 17.757 -0.093
C 18.260 19.091 18.789 -0.120
H 17.262 17.704 16.875 0.065
H 16.041 16.775 17.711 0.075
H 16.877 15.954 16.393 0.079
H 18.090 14.658 19.630 0.045
H 17.266 14.257 18.034 0.087
H 16.554 15.201 19.385 0.072
H 20.823 17.037 15.509 0.065
H 20.428 15.326 15.445 0.055
H 19.113 16.493 15.722 0.065
H 21.973 15.643 18.737 0.051
H 22.105 14.687 17.301 0.056
H 22.426 16.446 17.156 0.074
H 20.197 20.105 17.434 0.059
H 21.233 19.209 18.577 0.073
H 21.054 18.660 16.930 0.059
H 17.818 19.683 17.953 0.066
H 18.538 19.820 19.537 0.082
H 17.457 18.462 19.153 0.069
O 13.769 15.678 18.783 -0.311
P 12.520 15.318 19.518 0.509
N 12.764 13.855 20.213 -0.294
C 11.882 13.362 21.289 -0.096
C 14.136 13.318 20.341 -0.088
N 11.140 15.264 18.653 -0.292
C 10.533 14.052 18.128 -0.082
C 10.535 16.458 18.101 -0.088
N 12.268 16.557 20.632 -0.288
C 13.339 17.247 21.352 -0.109
C 11.018 16.810 21.304 -0.137
H 10.824 13.539 21.032 0.075
H 12.107 13.831 22.244 0.078
H 12.029 12.293 21.313 0.074
H 14.639 13.558 19.392 0.066
H 14.097 12.236 20.471 0.083
H 14.728 13.818 21.124 0.079
H 10.117 13.272 18.774 0.085
H 9.645 14.478 17.681 0.070
H 11.135 13.633 17.370 0.061
H 10.905 16.632 17.106 0.063
H 9.461 16.250 18.051 0.089
H 10.694 17.307 18.773 0.075
H 14.290 17.096 20.793 0.080
H 13.092 18.322 21.368 0.078
H 13.449 16.849 22.366 0.064
H 11.076 16.576 22.390 0.088
H 10.193 16.249 20.843 0.077
H 10.735 17.862 21.211 0.085
C 19.475 12.679 13.109 -0.185
C 18.275 12.070 12.366 -0.193
C 17.303 11.544 13.437 -0.222
S 17.498 12.543 14.912 0.724
O 18.019 11.703 15.995 -0.328
O 16.303 13.400 15.155 -0.360
C 18.809 13.467 14.209 -0.265
H 20.133 13.289 12.493 0.085
H 19.996 11.823 13.546 0.123
H 18.480 11.188 11.740 0.121
H 17.852 12.823 11.724 0.112
H 17.592 10.542 13.736 0.101
H 16.255 11.516 13.146 0.099
H 19.424 13.643 15.069 0.071
H 18.427 14.459 13.837 0.110
C 18.698 19.903 14.836 -0.211
C 17.212 20.048 14.495 -0.193
C 16.775 18.651 14.043 -0.206
S 18.084 18.112 12.917 0.696
O 17.853 18.647 11.585 -0.316
O 18.446 16.699 13.049 -0.342
C 19.311 19.145 13.668 -0.239
H 18.793 19.279 15.725 0.083
H 19.213 20.853 14.999 0.104
H 17.101 20.874 13.803 0.119
H 16.599 20.307 15.361 0.079
H 15.876 18.579 13.432 0.083
H 16.651 18.043 14.911 0.066
H 19.536 19.896 12.864 0.125
H 20.179 18.555 13.903 0.075
C 12.205 13.952 13.937 -0.207
C 13.593 13.756 14.550 -0.226
C 13.859 15.065 15.372 -0.161
S 13.128 16.427 14.306 0.705
O 14.194 17.139 13.616 -0.335
O 12.095 17.145 15.035 -0.343
C 12.327 15.294 13.202 -0.242
H 11.420 14.001 14.698 0.107
H 11.906 13.159 13.229 0.121
H 14.322 13.470 13.802 0.093
H 13.646 12.904 15.231 0.113
H 14.943 15.189 15.515 0.067
H 13.389 15.002 16.345 0.072
H 13.017 15.223 12.374 0.101
H 11.413 15.738 12.826 0.106
C 22.825 17.642 10.313 -0.230
C 21.947 17.757 11.546 -0.206
C 22.022 16.464 12.320 -0.216
S 22.562 15.180 11.165 0.670
O 21.477 14.251 11.053 -0.334
O 23.897 14.832 11.551 -0.314
C 22.608 16.272 9.697 -0.201
H 23.887 17.765 10.584 0.113
H 22.733 18.437 9.590 0.111
H 20.921 17.898 11.217 0.112
H 22.211 18.584 12.208 0.097
H 21.084 16.077 12.737 0.092
H 22.841 16.391 13.024 0.061
H 21.592 16.229 9.242 0.119
H 23.394 15.885 9.036 0.108
C 13.576 20.548 16.380 -0.179
C 14.271 19.201 16.775 -0.213
C 13.660 18.721 18.090 -0.192
S 13.756 20.262 19.027 0.638
O 15.053 20.499 19.588 -0.320
O 12.573 20.347 19.819 -0.325
C 13.634 21.393 17.646 -0.234
H 12.536 20.370 16.159 0.109
H 14.031 21.053 15.496 0.122
H 15.338 19.347 16.792 0.077
H 14.148 18.441 15.996 0.084
H 14.121 17.905 18.625 0.060
H 12.588 18.569 18.004 0.094
H 14.556 21.977 17.679 0.066
H 12.745 22.022 17.719 0.110
```

=====

[2]
This record from the OMol25 dataset describes a 7-piece molecular cluster, C68H53N3O8 overall. The level of theory is the ωB97M-V functional and the def2-TZVPD basis.

Values from the calculation:
Structure (SMILES): O=C1c2ccccc2C(=O)c2ccccc21.O=C1c2ccccc2C(=O)c2ccccc21.O=C1c2ccccc2C(=O)c2ccccc21.O=C1c2ccccc2C(=O)c2ccccc21.CCCC#N.CCCC#N.CCCC#N

```
132
Properties=species:S:1:pos:R:3:lowdin_charge:R:1
O 23.794 7.722 11.064 0.096
C 24.423 8.720 11.347 -0.271
C 25.885 8.875 10.936 -0.113
C 26.528 7.815 10.317 -0.027
C 27.737 8.049 9.724 -0.080
C 28.438 9.243 9.862 -0.073
C 27.797 10.286 10.478 0.009
C 26.440 10.117 11.027 -0.054
C 25.702 11.304 11.618 -0.266
O 26.201 12.415 11.540 0.076
C 24.420 11.088 12.356 -0.091
C 23.861 12.078 13.082 -0.038
C 22.555 11.975 13.521 -0.035
C 21.903 10.764 13.256 -0.024
C 22.521 9.655 12.627 0.001
C 23.782 9.814 12.153 -0.084
H 26.030 6.848 10.192 0.131
H 28.073 7.192 9.198 0.098
H 29.390 9.455 9.305 0.128
H 28.321 11.268 10.616 0.131
H 24.398 13.040 13.209 0.141
H 22.163 12.792 14.109 0.112
H 20.852 10.674 13.507 0.088
H 21.892 8.850 12.320 0.109
O 20.478 16.206 7.229 0.102
C 20.982 16.007 8.325 -0.304
C 20.177 16.492 9.474 -0.041
C 19.108 17.358 9.263 -0.014
C 18.345 17.880 10.275 -0.064
C 18.751 17.573 11.557 -0.051
C 19.709 16.594 11.848 -0.003
C 20.449 16.091 10.834 -0.101
C 21.598 15.265 11.082 -0.274
O 21.870 14.820 12.162 0.108
C 22.502 14.886 9.869 -0.085
C 23.631 14.200 10.218 -0.006
C 24.513 13.820 9.196 -0.030
C 24.172 14.128 7.873 -0.054
C 23.063 14.922 7.578 0.019
C 22.148 15.231 8.597 -0.121
H 18.870 17.734 8.301 0.110
H 17.578 18.615 10.084 0.110
H 18.298 18.074 12.407 0.111
H 20.025 16.336 12.813 0.111
H 23.737 13.914 11.279 0.105
H 25.432 13.244 9.470 0.109
H 24.786 13.750 7.040 0.114
H 22.879 15.268 6.581 0.116
O 20.450 11.146 4.611 0.097
C 20.706 11.113 5.814 -0.268
C 19.808 11.883 6.727 -0.082
C 18.647 12.425 6.160 0.008
C 17.803 13.086 6.964 -0.052
C 18.130 13.251 8.301 -0.050
C 19.235 12.742 8.928 0.022
C 20.087 11.995 8.067 -0.058
C 21.461 11.567 8.621 -0.218
O 21.836 11.821 9.768 0.093
C 22.273 10.690 7.688 -0.064
C 23.379 10.058 8.195 -0.025
C 24.143 9.204 7.447 -0.052
C 23.728 8.829 6.154 -0.017
C 22.531 9.447 5.652 0.000
C 21.799 10.328 6.390 -0.110
H 18.394 12.258 5.130 0.128
H 16.955 13.515 6.574 0.087
H 17.423 13.701 8.966 0.078
H 19.514 12.832 9.944 0.095
H 23.668 10.362 9.180 0.103
H 25.101 8.799 7.810 0.110
H 24.398 8.192 5.539 0.114
H 22.156 9.374 4.631 0.124
O 17.031 8.444 5.492 0.100
C 17.299 8.905 6.609 -0.255
C 16.392 9.904 7.236 -0.092
C 15.374 10.557 6.519 0.008
C 14.375 11.327 7.150 -0.051
C 14.414 11.558 8.535 -0.051
C 15.491 10.980 9.236 -0.008
C 16.411 10.130 8.609 -0.066
C 17.586 9.610 9.480 -0.263
O 17.700 9.868 10.646 0.108
C 18.642 8.857 8.742 -0.082
C 19.809 8.448 9.398 0.001
C 20.677 7.543 8.862 -0.046
C 20.415 7.107 7.566 -0.056
C 19.359 7.615 6.856 -0.014
C 18.446 8.476 7.441 -0.106
H 15.363 10.435 5.489 0.097
H 13.666 11.769 6.498 0.092
H 13.647 12.043 9.136 0.099
H 15.663 11.150 10.301 0.105
H 20.040 8.732 10.391 0.106
H 21.474 7.180 9.446 0.094
H 21.110 6.296 7.148 0.140
H 19.182 7.319 5.800 0.139
C 13.904 14.980 7.744 -0.112
C 14.872 15.335 8.867 -0.261
C 14.281 16.257 9.977 -0.144
C 13.089 15.606 10.570 -0.215
N 12.122 15.089 10.914 0.167
H 13.493 15.921 7.282 0.091
H 13.042 14.506 8.220 0.057
H 14.303 14.294 6.934 0.081
H 15.789 15.755 8.440 0.106
H 15.131 14.372 9.244 0.065
H 13.820 17.119 9.526 0.109
H 14.967 16.548 10.794 0.119
C 11.273 12.543 14.804 -0.102
C 12.143 13.031 13.674 -0.296
C 12.481 12.057 12.628 -0.211
C 13.683 11.239 12.991 -0.195
N 14.689 10.785 13.340 0.142
H 11.586 11.616 15.342 0.094
H 10.299 12.333 14.475 0.050
H 11.171 13.321 15.567 0.078
H 13.048 13.475 14.091 0.115
H 11.676 13.885 13.152 0.092
H 12.670 12.431 11.651 0.070
H 11.637 11.432 12.326 0.127
C 17.150 13.968 12.057 -0.089
C 18.228 12.976 12.473 -0.225
C 18.270 12.561 13.991 -0.160
C 18.486 13.666 14.952 -0.255
N 18.660 14.425 15.790 0.130
H 16.957 14.769 12.785 0.081
H 16.198 13.462 11.979 0.061
H 17.402 14.475 11.179 0.028
H 19.241 13.331 12.275 0.089
H 18.099 12.025 11.941 0.087
H 19.129 11.852 14.254 0.116
H 17.313 12.104 14.337 0.115
```

=====

Computed orbital gap, in the same sequence as the records: 0.306; 0.309 hartree.
Computed energy relative to the best compared isomer or geometry (same formula, charge and spin), in the same sequence as the records: 0.00; 24.15 kcal/mol.
Computed LUMO level, in the same sequence as the records: 0.26; -1.14 eV.